Run i
Entry from the Open Molecules 2025 dataset: the molecule C8H14 (the ωB97M-V functional and the def2-TZVPD basis).

Each line ends with the Löwdin charge.
Atoms and positions in Å:
C: 2.73249 0.77876 0.96927  -0.10
C: 1.90540 0.31581 -0.25945  -0.25
C: 0.54647 0.84002 -0.05204  -0.21
C: -0.51520 0.10744 -0.85742  -0.32
C: -0.53572 -0.39026 -2.06169  0.04
C: -2.21229 0.64967 1.05850  0.08
C: -1.59951 -0.15728 0.12012  -0.29
C: -1.94333 -1.62720 0.09234  -0.08
H: 2.20381 0.50331 1.78901  0.02
H: 2.76357 1.83149 1.11174  0.06
H: 3.77904 0.34101 0.95001  0.10
H: 2.38560 0.59141 -1.15758  0.09
H: 1.79240 -0.85669 -0.33897  0.15
H: 0.36729 0.99585 1.00115  0.10
H: 0.29813 1.79746 -0.55385  0.15
H: -1.40497 -0.90227 -2.52303  0.09
H: 0.24005 -0.35822 -2.78339  0.05
H: -2.07713 1.62930 1.33308  0.03
H: -2.90256 0.15156 1.63797  0.03
H: -1.94226 -1.91964 1.05910  0.02
H: -1.01571 -2.29554 -0.08129  0.12
H: -2.86556 -2.02601 -0.45359  0.11

Its orbital gap is 9.81 eV. The SMILES is C=C(C)C(=C)CCC. For the HOMO energy, the calculation gives -8.784 eV.

---

Run ii
Entry from the Open Molecules 2025 dataset: the molecule C8H14 (the ωB97M-V functional and the def2-TZVPD basis).

Each line ends with the Löwdin charge.
Atoms and positions in Å:
C: 2.54966 -1.14675 0.06809  -0.11
C: 2.04336 0.26267 -0.22127  -0.25
C: 0.57452 0.41254 0.20769  -0.18
C: -0.49095 0.19704 -0.83857  -0.30
C: -0.28474 0.38586 -2.13252  0.04
C: -1.86692 -0.22602 -0.35446  -0.17
C: -2.17416 -0.22623 1.12545  -0.19
C: -2.16574 0.84173 1.90423  -0.01
H: 2.07370 -1.84888 -0.61293  0.07
H: 3.62069 -1.29054 -0.05292  0.07
H: 2.29640 -1.44306 1.08477  0.07
H: 2.66033 1.01434 0.25712  0.10
H: 2.11587 0.40688 -1.29622  0.08
H: 0.41585 -0.24332 1.05966  0.10
H: 0.43030 1.40887 0.63902  0.12
H: 0.66414 0.69785 -2.54807  0.05
H: -1.09607 0.21072 -2.83828  0.07
H: -2.04782 -1.22862 -0.75463  0.11
H: -2.64626 0.38247 -0.82009  0.12
H: -2.29814 -1.20198 1.57110  0.10
H: -2.40683 0.77219 2.95825  0.05
H: -1.96720 1.86223 1.59460  0.07

Its orbital gap is 10.23 eV. The SMILES is C=CCC(=C)CCC. For the HOMO energy, the calculation gives -9.126 eV.

---

Run iii
Entry from the Open Molecules 2025 dataset: the molecule C8H14 (the ωB97M-V functional and the def2-TZVPD basis).

Each line ends with the Löwdin charge.
Atoms and positions in Å:
C: 2.90149 1.18590 -0.55948  -0.10
C: 1.63533 0.38663 -0.32316  -0.22
C: 0.25926 0.92158 -0.77070  -0.31
C: 0.02842 1.42064 -1.97457  0.04
C: -0.76050 0.91953 0.36163  -0.17
C: -1.02022 -0.41364 1.01730  -0.14
C: -2.03812 -1.22197 0.79383  -0.17
C: -2.20648 -2.65784 1.26739  -0.09
H: 2.71931 2.19100 -0.93519  0.07
H: 3.45156 1.31294 0.38139  0.07
H: 3.61327 0.63114 -1.18181  0.07
H: 1.52738 0.17608 0.74185  0.08
H: 1.73140 -0.64724 -0.66992  0.12
H: -0.90817 1.73027 -2.41021  0.06
H: 0.86779 1.56109 -2.65611  0.06
H: -1.65748 1.20366 -0.18834  0.10
H: -0.39449 1.64701 1.09202  0.12
H: -0.15866 -0.69208 1.62716  0.10
H: -2.86700 -0.81339 0.23370  0.10
H: -1.86827 -3.20503 0.38394  0.08
H: -1.62135 -2.85501 2.15203  0.06
H: -3.23449 -2.78128 1.61723  0.07

Its orbital gap is 10.30 eV. The SMILES is C=C(CC)C/C=C/C. For the HOMO energy, the calculation gives -9.202 eV.

---

Run iv
Entry from the Open Molecules 2025 dataset: a cluster of 2 separate species, C8H14 in total (the ωB97M-V functional and the def2-TZVPD basis).

Each line ends with the Löwdin charge.
Atoms and positions in Å:
C: 1.46710 -0.99651 -0.42040  -0.09
C: 0.83778 0.08601 0.46530  -0.22
C: -0.77133 0.05433 0.23093  -0.18
C: -1.21178 -1.30986 0.62405  -0.44
C: -1.18305 -1.66098 2.03698  0.14
C: -1.45445 -2.23583 -0.39644  0.04
C: 0.97315 2.52742 -0.66693  -0.03
C: 0.62791 3.40493 -1.61866  -0.07
H: 2.50870 -0.88738 -0.18979  0.07
H: 1.34767 -0.71224 -1.44513  0.07
H: 1.03623 -1.97268 -0.25975  0.06
H: 1.01829 1.06773 -0.12229  0.00
H: 0.87921 -0.05555 1.47220  0.06
H: -0.88204 0.29996 -0.82774  0.11
H: -1.15483 0.65879 1.06725  0.11
H: -1.27570 -2.66388 2.42899  0.06
H: -1.17567 -0.76004 2.60934  0.04
H: -1.66789 -2.20188 -1.47644  0.06
H: -1.89630 -3.15315 -0.06671  0.03
H: 0.73697 2.95222 0.37132  0.08
H: 1.14149 4.28592 -1.27220  0.05
H: 0.09856 3.27268 -2.54388  0.05

Its orbital gap is 3.46 eV. For the HOMO energy, the calculation gives -5.876 eV.

---

The data favor run ii; the next most stable structure lies 0.0103 hartree above it.

---

Run i
Entry from the Open Molecules 2025 dataset: a cluster of 2 separate species, HN2O2S in total (the ωB97M-V functional and the def2-TZVPD basis).

Each line ends with the Löwdin charge.
Atoms and positions in Å:
N: 2.70028 -0.85648 -0.05416  0.13
N: 1.70305 -0.25906 0.15894  0.04
O: -0.87480 1.10011 -0.12930  -0.21
O: -1.58242 -1.07998 0.14443  -0.25
S: -2.04766 0.20368 0.01622  1.21
H: 0.10154 0.89172 -0.13614  0.08

Its orbital gap is 10.94 eV. For the HOMO energy, the calculation gives -19.197 eV. Its total charge is +1.

---

Run ii
Entry from the Open Molecules 2025 dataset: a cluster of 2 separate species, HN2O2S in total (the ωB97M-V functional and the def2-TZVPD basis).

Each line ends with the Löwdin charge.
Atoms and positions in Å:
N: -1.24418 0.80159 -0.16462  -0.01
N: -1.84015 1.60808 0.25768  0.19
O: 1.26954 -0.11521 -0.62279  -0.27
O: -0.23054 -1.38396 0.90877  -0.31
S: 0.11287 -1.12844 -0.49784  1.18
H: 1.93246 0.21794 0.11879  0.22

Its orbital gap is 10.67 eV. For the HOMO energy, the calculation gives -19.031 eV. Its total charge is +1.

---

Run iii
Entry from the Open Molecules 2025 dataset: a cluster of 2 separate species, HN2O2S in total (the ωB97M-V functional and the def2-TZVPD basis).

Each line ends with the Löwdin charge.
Atoms and positions in Å:
N: 1.75769 0.50069 -0.34057  -0.26
N: 2.51908 1.10280 -0.86922  0.33
O: -1.91640 -0.79733 0.56476  -0.44
O: 0.99149 -0.12129 0.28324  -0.03
S: -1.21289 -0.79821 -0.78462  1.15
H: -2.13896 0.11335 1.14640  0.24

Its orbital gap (spin up / spin down) is 7.72 / 7.61 eV. For the HOMO energy (spin up / spin down), the calculation gives -16.549 / -16.358 eV. Its total charge is +1.

---

The data favor run ii; the next most stable structure lies 0.0035 hartree above it.

---

Run i
Entry from the Open Molecules 2025 dataset: a cluster of 2 separate species, C4H13N3 in total (the ωB97M-V functional and the def2-TZVPD basis).

Each line ends with the Löwdin charge.
Atoms and positions in Å:
C: 0.98432 -0.15283 0.62098  0.18
C: 0.29622 1.07763 0.37824  -0.09
C: -0.99642 0.23773 -0.06904  -0.16
C: -1.31138 -0.81548 0.68928  -0.12
N: -2.23031 -1.85284 0.31225  0.08
N: -1.92505 0.90090 -1.10631  0.27
N: 3.32175 0.30957 -0.33133  0.06
H: 1.44645 -0.76383 -0.15134  0.10
H: 1.03026 -0.52339 1.64293  0.13
H: 0.82128 1.60074 -0.36606  0.12
H: 0.14443 1.50954 1.35885  0.14
H: -1.19894 -0.90149 1.80604  0.19
H: -3.12583 -1.79980 -0.20991  0.13
H: -1.95810 -2.81159 0.74969  0.17
H: -2.51071 0.15718 -1.41971  0.13
H: -2.73176 1.54007 -0.74973  0.25
H: -1.38650 1.24486 -1.93745  0.20
H: 3.95017 0.01641 0.44635  0.09
H: 3.55045 1.23670 -0.60882  0.05
H: 3.82968 -0.21004 -1.05491  0.08

Its orbital gap is 8.02 eV. For the HOMO energy, the calculation gives -17.549 eV. Its total charge is +2.

---

Run ii
Entry from the Open Molecules 2025 dataset: a cluster of 2 separate species, C4H13N3 in total (the ωB97M-V functional and the def2-TZVPD basis).

Each line ends with the Löwdin charge.
Atoms and positions in Å:
C: -3.32777 1.04791 0.19474  0.25
C: -1.06555 0.24894 0.65226  -0.18
C: 2.53510 0.67189 -0.58837  -0.08
C: 1.74144 -0.00554 0.45100  0.08
N: -2.16488 0.66576 -0.13160  0.06
N: -0.36384 -1.73666 -0.40075  0.10
N: -0.13048 -0.41132 -0.17691  -0.16
H: -3.74527 0.62660 1.12115  0.16
H: -4.05159 1.52368 -0.50694  0.17
H: -0.54633 1.10552 1.31736  0.21
H: -1.22451 -0.59232 1.35841  0.17
H: 3.18435 -0.03317 -1.18089  0.13
H: 2.29962 1.37473 -1.34141  0.09
H: 3.23237 1.30876 -0.06722  0.11
H: 1.36659 0.59392 1.39662  0.14
H: 2.08715 -0.96125 0.73412  0.10
H: -1.68130 1.02990 -1.04353  0.24
H: -0.06535 -2.39126 0.26859  0.11
H: -0.36192 -2.13308 -1.32528  0.14
H: 0.11763 0.08499 -1.06931  0.18

Its orbital gap is 8.81 eV. For the HOMO energy, the calculation gives -18.178 eV. Its total charge is +2.

---

The data favor run i; the next most stable structure lies 0.0091 hartree above it.

---

Run i
Entry from the Open Molecules 2025 dataset: a structure of composition C2H5N4 (the ωB97M-V functional and the def2-TZVPD basis).

Each line ends with the Löwdin charge.
Atoms and positions in Å:
C: 1.41241 -0.15263 -0.44220  -0.21
C: -1.32234 -0.12973 0.73796  -0.34
N: 0.32951 -0.10307 -0.07394  0.25
N: -1.68386 -0.93845 1.57238  0.22
N: 2.61952 -0.12074 -0.84962  0.19
N: -1.87554 0.79032 -0.03855  0.16
H: -1.08217 -1.33947 2.33858  0.15
H: 2.53893 -0.33121 -1.83820  0.15
H: 3.42419 0.45041 -0.58666  0.16
H: -1.45053 1.26994 -0.77415  0.10
H: -2.91013 0.60462 -0.04558  0.17

Its orbital gap is 11.10 eV. For the HOMO energy, the calculation gives -14.991 eV. Its total charge is +1.

---

Run ii
Entry from the Open Molecules 2025 dataset: a structure of composition C2H5N4 (the ωB97M-V functional and the def2-TZVPD basis).

Each line ends with the Löwdin charge.
Atoms and positions in Å:
C: 1.25047 -1.65979 -0.03951  0.12
C: -0.62253 1.06108 0.31768  -0.18
N: 2.19604 -1.27724 0.51883  0.28
N: -0.95835 -0.20407 -1.07236  0.10
N: -0.05919 -0.17238 -0.15240  -0.03
N: -1.54200 0.88313 -0.68641  0.02
H: 0.63585 -2.35307 -0.50240  0.11
H: -1.12343 1.15961 1.42444  0.20
H: -0.09338 1.97825 0.12014  0.13
H: 2.71199 -0.67409 1.05655  0.10
H: -2.39547 1.25858 -0.98456  0.15

Its orbital gap is 10.93 eV. For the HOMO energy, the calculation gives -14.979 eV. Its total charge is +1.

---

The data favor run i; the next most stable structure lies 0.1165 hartree above it.